{
  "formula": "C3H4F2O",
  "method": "the ωB97M-V functional and the def2-TZVPD basis",
  "e_above_lowest_kcal_mol": 36.1,
  "multiplicity": 1,
  "smiles": "O[C@@H]1CC1(F)F",
  "mol_weight_g_mol": 94.06,
  "total_charge": 0,
  "elements": ["O", "C", "C", "C", "F", "F", "H", "H", "H", "H"],
  "xyz": [[0.758, -1.438, -0.366], [0.728, -0.137, 0.007], [-0.542, 0.096, 0.893], [-0.325, 0.677, -0.401], [-0.138, 2.030, -0.556], [-0.922, 0.161, -1.488], [0.337, -1.626, -1.219], [1.640, 0.262, 0.364], [-0.359, 0.807, 1.695], [-1.176, -0.833, 1.071]],
  "lowdin_charge": [0.026, -0.274, 0.059, -0.566, 0.102, 0.114, 0.116, 0.150, 0.117, 0.156]
}


{
  "formula": "C3H4F2S",
  "method": "the ωB97M-V functional and the def2-TZVPD basis",
  "e_above_lowest_kcal_mol": 47.2,
  "multiplicity": 1,
  "smiles": "CC(F)(F)C=S",
  "mol_weight_g_mol": 110.13,
  "total_charge": 0,
  "elements": ["C", "C", "F", "F", "C", "S", "H", "H", "H", "H"],
  "xyz": [[1.036, -0.812, -0.273], [0.065, 0.262, 0.243], [0.586, 1.582, 0.334], [-0.030, -0.066, 1.555], [-1.268, 0.411, -0.350], [-2.783, 0.110, 0.364], [2.136, -0.234, 0.132], [0.659, -0.856, -1.363], [0.874, -1.733, 0.407], [-1.276, 1.336, -1.049]],
  "lowdin_charge": [0.008, -0.709, 0.011, 0.007, -0.503, 0.694, 0.183, 0.101, 0.111, 0.097]
}


{
  "formula": "C3H4F2S",
  "method": "the ωB97M-V functional and the def2-TZVPD basis",
  "e_above_lowest_kcal_mol": 4.5,
  "multiplicity": 1,
  "mol_weight_g_mol": 110.13,
  "total_charge": 0,
  "elements": ["C", "C", "C", "H", "H", "H", "H", "F", "F", "S"],
  "xyz": [[-0.679, 0.045, -0.002], [0.252, -1.000, -0.481], [0.329, 1.171, 0.082], [0.052, -1.946, 0.018], [0.157, -1.192, -1.541], [0.393, 1.642, 1.058], [0.277, 1.954, -0.718], [-1.883, 0.255, -0.725], [-1.113, -0.383, 1.142], [1.667, -0.038, -0.010]],
  "lowdin_charge": [-0.699, -0.397, -0.341, 0.100, 0.093, 0.079, 0.112, 0.037, 0.120, 0.897]
}


{
  "formula": "C3H4F2Si",
  "method": "the ωB97M-V functional and the def2-TZVPD basis",
  "e_above_lowest_kcal_mol": 98.5,
  "multiplicity": 1,
  "smiles": "C#C[Si](=C)F.F",
  "mol_weight_g_mol": 106.15,
  "total_charge": 0,
  "elements": ["C", "C", "Si", "C", "F", "H", "H", "H", "F", "H"],
  "xyz": [[0.678, 0.988, 2.815], [0.448, 0.581, 1.678], [0.028, 0.723, -0.020], [0.157, -0.298, -1.434], [-0.863, 2.061, 0.106], [0.910, 1.087, 3.874], [0.089, -0.064, -2.465], [1.063, -0.968, -1.398], [-1.347, -2.475, -1.784], [-1.164, -1.635, -1.372]],
  "lowdin_charge": [0.084, -0.188, 0.603, -0.238, -0.159, 0.051, -0.020, 0.021, -0.144, -0.011]
}


{
  "formula": "C3H4FIO",
  "method": "the ωB97M-V functional and the def2-TZVPD basis",
  "e_above_lowest_kcal_mol": 45.0,
  "multiplicity": 1,
  "mol_weight_g_mol": 201.97,
  "total_charge": 0,
  "elements": ["C", "C", "C", "O", "F", "I", "H", "H", "H", "H"],
  "xyz": [[1.874, -0.717, 0.662], [-0.529, -0.124, 0.024], [0.559, -1.045, 0.254], [2.664, -1.348, 1.339], [0.150, -2.241, 0.420], [2.049, -1.443, -2.378], [1.962, 0.353, 0.434], [-1.432, -0.548, -0.553], [-0.163, 0.831, -0.418], [-0.923, 0.131, 1.111]],
  "lowdin_charge": [-0.395, -0.038, -0.465, 0.073, 0.156, 0.157, 0.118, 0.135, 0.104, 0.157]
}


{
  "formula": "C3H4FIO",
  "method": "the ωB97M-V functional and the def2-TZVPD basis",
  "e_above_lowest_kcal_mol": 101.4,
  "multiplicity": 1,
  "mol_weight_g_mol": 201.97,
  "total_charge": 0,
  "elements": ["C", "C", "C", "O", "F", "I", "H", "H", "H", "H"],
  "xyz": [[1.615, -0.209, 0.718], [-0.186, 0.484, -0.675], [-1.122, -0.193, 0.285], [1.210, 0.589, -0.322], [-0.948, -1.516, 0.460], [-3.196, 0.167, -0.117], [2.741, -0.242, 0.884], [0.798, -0.674, 1.225], [-0.266, 0.024, -1.583], [-0.646, 1.569, -0.876]],
  "lowdin_charge": [-0.007, -0.265, -0.692, -0.152, -0.070, 0.832, 0.094, 0.028, 0.084, 0.149]
}


{
  "formula": "C3H4FN",
  "method": "the ωB97M-V functional and the def2-TZVPD basis",
  "e_above_lowest_kcal_mol": 151.9,
  "multiplicity": 1,
  "mol_weight_g_mol": 73.07,
  "total_charge": 0,
  "elements": ["C", "C", "C", "N", "F", "H", "H", "H", "H"],
  "xyz": [[0.883, -0.557, 1.898], [0.094, 1.272, 0.548], [-0.665, -0.241, -2.731], [0.677, 0.412, 1.092], [-1.349, -0.386, -1.549], [0.336, -1.395, 1.786], [1.364, -0.260, 2.888], [0.182, 1.752, -0.415], [-1.522, -0.597, -3.517]],
  "lowdin_charge": [-0.067, 0.043, 0.127, -0.139, -0.137, 0.019, 0.093, 0.039, 0.022]
}


{
  "formula": "C3H4FN",
  "method": "the ωB97M-V functional and the def2-TZVPD basis",
  "e_above_lowest_kcal_mol": 166.4,
  "multiplicity": 1,
  "mol_weight_g_mol": 73.07,
  "total_charge": 0,
  "elements": ["C", "C", "C", "N", "F", "H", "H", "H", "H"],
  "xyz": [[0.448, 2.051, 0.294], [0.444, -1.612, -0.149], [-1.284, 0.070, 0.120], [-0.557, -0.922, 0.178], [-2.285, 0.210, 0.886], [1.122, 1.342, -0.221], [0.214, 2.982, -0.327], [0.353, -2.499, -0.835], [1.544, -1.623, 0.054]],
  "lowdin_charge": [0.101, -0.005, -0.251, 0.024, 0.101, -0.096, -0.058, 0.089, 0.095]
}


{
  "formula": "C3H4FN3",
  "method": "the ωB97M-V functional and the def2-TZVPD basis",
  "e_above_lowest_kcal_mol": 92.9,
  "multiplicity": 1,
  "mol_weight_g_mol": 101.08,
  "total_charge": 0,
  "elements": ["C", "C", "C", "N", "N", "N", "F", "H", "H", "H", "H"],
  "xyz": [[1.705, -0.303, 0.784], [1.803, 0.646, -0.245], [-2.209, -0.180, -0.366], [0.473, -0.752, 0.763], [0.610, 0.676, -0.855], [-0.133, -0.106, -0.183], [-2.614, 0.223, 0.843], [2.485, -0.692, 1.569], [2.543, 1.166, -0.788], [-2.202, 0.524, -1.185], [-2.462, -1.203, -0.337]],
  "lowdin_charge": [-0.190, -0.167, 0.108, -0.004, -0.004, -0.155, 0.018, 0.128, 0.072, 0.101, 0.092]
}


{
  "formula": "C3H4FN3S",
  "method": "the ωB97M-V functional and the def2-TZVPD basis",
  "e_above_lowest_kcal_mol": 55.8,
  "multiplicity": 1,
  "mol_weight_g_mol": 133.15,
  "total_charge": 0,
  "elements": ["C", "C", "C", "H", "H", "H", "H", "N", "N", "N", "F", "S"],
  "xyz": [[0.674, -0.398, -0.040], [0.697, 1.775, 0.098], [-0.679, 1.376, -0.028], [1.982, -1.772, 0.186], [0.650, -2.229, -1.206], [1.259, 2.650, 0.166], [-2.478, -1.193, 1.216], [0.958, -1.791, -0.015], [1.531, 0.615, -0.093], [-0.638, -0.022, -0.031], [-1.853, 1.977, -0.190], [-2.102, -0.987, -0.063]],
  "lowdin_charge": [-0.565, -0.037, -0.324, 0.076, 0.223, 0.070, -0.134, 0.037, 0.088, -0.343, 0.072, 0.838]
}


{
  "formula": "C3H4FNO",
  "method": "the ωB97M-V functional and the def2-TZVPD basis",
  "e_above_lowest_kcal_mol": 66.5,
  "multiplicity": 1,
  "smiles": "C/C(C=O)=N\\F",
  "mol_weight_g_mol": 89.07,
  "total_charge": 0,
  "elements": ["C", "C", "C", "O", "N", "F", "H", "H", "H", "H"],
  "xyz": [[-0.147, -1.121, 0.004], [0.269, 0.277, -0.060], [-0.854, 1.273, 0.032], [-1.970, 0.924, -0.029], [1.508, 0.815, -0.185], [2.501, -0.134, -0.274], [-1.139, -1.187, 0.539], [0.471, -1.714, 0.570], [-0.218, -1.471, -0.987], [-0.420, 2.337, 0.391]],
  "lowdin_charge": [-0.026, -0.261, -0.257, 0.094, 0.107, -0.076, 0.113, 0.056, 0.090, 0.160]
}


{
  "formula": "C3H4FNO",
  "method": "the ωB97M-V functional and the def2-TZVPD basis",
  "e_above_lowest_kcal_mol": 39.4,
  "multiplicity": 1,
  "smiles": "N/C=C(\\F)C=O",
  "mol_weight_g_mol": 89.07,
  "total_charge": 0,
  "elements": ["N", "C", "C", "F", "C", "O", "H", "H", "H", "H"],
  "xyz": [[1.074, -0.053, 1.636], [0.595, 0.272, 0.268], [-0.608, 0.019, -0.220], [-1.403, -0.699, 0.581], [-1.000, -0.023, -1.591], [-0.324, 0.080, -2.663], [1.917, 0.551, 1.894], [0.453, -0.493, 2.303], [1.336, 0.872, -0.440], [-2.039, -0.526, -1.768]],
  "lowdin_charge": [0.054, -0.056, -0.342, 0.045, -0.194, -0.019, 0.114, 0.076, 0.173, 0.149]
}


Q: multiplicity of number 7 (C3H4FN)?
A: 1